[1]
Formula: C28H46Cl2NOOsP
Source: the Open Molecules 2025 dataset
Level of theory: ωB97M-V/def2-TZVPD

Its spin multiplicity is 5. The total charge is 0. The value obtained for the LUMO energy (spin up / spin down) is 0.27 / -0.07 eV. The value obtained for the HOMO-LUMO gap (spin up / spin down) is 5.67 / 7.82 eV.

Geometry (Å):
P  0.422  0.703  -2.524
C  0.276  2.559  -2.614
C  1.029  3.188  -3.798
C  1.018  4.716  -3.661
C  -0.385  5.297  -3.472
C  -1.180  4.599  -2.367
C  -1.169  3.069  -2.493
C  -0.776  -0.101  -3.694
C  -0.616  0.351  -5.151
C  -1.451  -0.573  -6.049
C  -2.918  -0.659  -5.613
C  -3.088  -0.954  -4.119
C  -2.243  -0.030  -3.238
C  2.149  0.217  -3.003
C  3.166  0.842  -2.042
C  4.599  0.484  -2.444
C  4.814  -1.028  -2.574
C  3.733  -1.703  -3.426
C  2.312  -1.305  -3.014
H  0.794  2.847  -1.676
H  0.554  2.887  -4.744
H  2.065  2.823  -3.837
H  1.482  5.155  -4.547
H  1.649  5.000  -2.809
H  -0.313  6.369  -3.259
H  -0.934  5.208  -4.418
H  -0.771  4.879  -1.386
H  -2.216  4.952  -2.386
H  -1.668  2.617  -1.618
H  -1.749  2.773  -3.381
H  -0.481  -1.163  -3.620
H  -1.006  -1.574  -6.037
H  0.441  0.337  -5.454
H  -0.967  1.391  -5.252
H  -1.390  -0.217  -7.080
H  -3.432  -1.424  -6.206
H  -3.410  0.293  -5.847
H  -4.145  -0.859  -3.842
H  -2.801  -1.995  -3.913
H  -2.332  -0.318  -2.178
H  -2.614  1.002  -3.317
H  2.309  0.612  -4.025
H  3.057  1.940  -1.994
H  2.924  0.468  -1.033
H  4.820  0.962  -3.407
H  5.294  0.905  -1.710
H  4.822  -1.480  -1.574
H  5.796  -1.219  -3.015
H  3.832  -2.792  -3.371
H  3.879  -1.419  -4.476
H  1.583  -1.778  -3.695
H  2.066  -1.665  -2.001
Os  -0.138  -0.142  0.142
Cl  -0.382  -2.222  -0.905
Cl  1.272  1.595  0.812
C  -1.704  0.769  0.434
H  -1.541  1.847  0.654
C  -3.128  0.411  0.514
C  -3.520  -0.907  0.215
C  -4.866  -1.266  0.217
C  -5.840  -0.328  0.569
C  -5.469  0.990  0.891
C  -4.132  1.368  0.857
H  -2.744  -1.631  -0.040
H  -5.147  -2.282  -0.046
H  -6.224  1.718  1.174
H  -3.823  2.390  1.075
H  -6.893  -0.616  0.606
C  0.041  -2.915  3.863
N  0.552  -1.555  4.036
C  1.128  -1.119  5.313
C  0.464  -0.712  3.011
O  -0.110  -1.103  1.948
H  0.165  -3.448  4.803
H  0.600  -3.435  3.070
H  -1.026  -2.889  3.593
H  2.186  -0.846  5.200
H  0.587  -0.245  5.698
H  1.048  -1.935  6.037
H  0.896  0.299  3.125

[2]
Formula: C28H46N4O6S3
Source: the Open Molecules 2025 dataset
Level of theory: ωB97M-V/def2-TZVPD

The total charge is 0. Its SMILES is O=S1(=O)CCCC1.O=S1(=O)CCCC1.O=S1(=O)CCCC1.c1cc[nH]c1.c1cc[nH]c1.c1cc[nH]c1.CCCC#N. The value obtained for the LUMO energy is 0.25 eV. The value obtained for the HOMO-LUMO gap is 8.29 eV.

Geometry (Å):
O  3.141  4.317  1.176
S  4.536  3.986  0.814
O  5.409  5.041  0.406
C  5.310  2.965  2.205
C  6.007  1.830  1.431
C  5.083  1.396  0.280
C  4.623  2.637  -0.480
H  4.381  2.643  2.675
H  5.878  3.471  2.985
H  6.981  1.973  0.962
H  6.235  0.946  2.026
H  4.251  0.782  0.626
H  5.652  0.723  -0.361
H  3.654  2.534  -0.969
H  5.368  2.935  -1.218
O  1.572  4.129  4.222
S  0.116  4.373  4.491
O  -0.606  3.706  5.566
C  -0.277  6.199  4.754
C  -1.257  6.619  3.641
C  -1.860  5.314  3.021
C  -0.833  4.242  2.922
H  0.651  6.770  4.717
H  -0.746  6.214  5.738
H  -1.981  7.389  3.908
H  -0.702  7.133  2.856
H  -2.441  5.498  2.117
H  -2.595  4.966  3.747
H  -0.121  4.550  2.156
H  -1.119  3.199  2.785
O  1.613  -4.196  -2.734
S  0.253  -4.641  -2.975
O  -0.733  -4.515  -1.934
C  -0.145  -3.680  -4.488
C  -0.801  -4.672  -5.463
C  0.009  -5.959  -5.348
C  0.124  -6.277  -3.816
H  0.771  -3.275  -4.918
H  -0.714  -2.777  -4.268
H  -1.833  -4.859  -5.167
H  -0.850  -4.160  -6.424
H  0.997  -5.935  -5.808
H  -0.570  -6.747  -5.831
H  0.826  -6.937  -3.306
H  -0.891  -6.536  -3.515
C  -3.337  0.846  2.580
C  -2.463  0.443  3.672
C  -2.517  -0.981  3.770
N  -3.476  -1.408  2.963
C  -3.924  -0.405  2.207
H  -3.610  1.789  2.132
H  -1.926  1.218  4.200
H  -2.056  -1.690  4.442
H  -3.788  -2.368  2.936
H  -4.637  -0.578  1.414
C  -3.170  -4.364  2.773
C  -2.282  -4.206  1.709
C  -3.013  -3.929  0.581
N  -4.339  -3.863  0.945
C  -4.436  -4.191  2.257
H  -2.891  -4.647  3.777
H  -1.217  -4.370  1.791
H  -2.725  -3.711  -0.437
H  -5.120  -3.790  0.309
H  -5.425  -4.117  2.684
C  0.788  -0.784  -0.717
C  0.729  0.537  -0.231
C  -0.438  0.722  0.496
N  -1.089  -0.503  0.402
C  -0.364  -1.418  -0.328
H  1.653  -1.158  -1.243
H  1.492  1.296  -0.317
H  -0.935  1.456  1.113
H  -1.928  -0.718  0.922
H  -0.717  -2.433  -0.434
C  -0.428  1.399  -3.804
C  -0.271  -0.055  -3.964
C  1.217  -0.459  -4.059
C  1.872  -0.015  -5.287
N  2.375  0.354  -6.256
H  -0.100  1.642  -2.794
H  -1.461  1.739  -3.876
H  0.112  2.000  -4.536
H  -0.863  -0.533  -4.745
H  -0.650  -0.510  -3.048
H  1.253  -1.546  -3.987
H  1.739  -0.007  -3.216

[3]
Formula: C28H46N9O5S2Y
Source: the Open Molecules 2025 dataset
Level of theory: ωB97M-V/def2-TZVPD

The total charge is 0. The value obtained for the LUMO energy is -0.09 eV. The value obtained for the HOMO-LUMO gap is 7.43 eV.

Geometry (Å):
Y  -0.918  -1.081  -0.862
C  -0.490  4.971  1.577
C  -0.054  3.508  1.564
C  1.473  3.371  1.474
C  2.142  2.288  2.335
C  3.645  2.358  2.069
C  1.907  2.536  3.830
N  1.554  0.888  1.986
C  2.544  -0.230  1.778
C  1.977  -1.521  1.209
N  1.569  -1.571  -0.205
C  1.218  -3.013  -0.467
C  0.719  -3.233  -1.909
O  1.147  -4.166  -2.549
O  -0.128  -2.311  -2.305
C  2.602  -1.154  -1.219
C  3.995  -1.694  -0.904
C  2.673  0.354  -1.506
C  1.596  1.063  -2.342
C  2.133  2.471  -2.609
C  1.356  0.375  -3.682
N  0.329  1.078  -1.540
C  -0.706  2.090  -1.882
C  -0.691  3.234  -0.852
N  -0.705  2.697  0.512
C  -1.989  2.137  0.938
C  -1.928  0.632  1.187
O  -2.891  0.054  1.633
O  -0.759  0.074  0.879
H  -0.149  5.468  2.495
H  -1.585  5.052  1.534
H  -0.073  5.518  0.719
H  -0.378  3.058  2.504
H  1.936  4.316  1.776
H  1.755  3.208  0.426
H  3.986  3.350  2.372
H  3.892  2.233  1.007
H  4.210  1.625  2.655
H  2.351  3.497  4.107
H  2.380  1.748  4.434
H  0.847  2.548  4.093
H  0.896  0.574  2.765
H  0.877  0.932  1.221
H  2.934  -0.485  2.760
H  3.365  0.129  1.180
H  1.118  -1.797  1.794
H  2.748  -2.273  1.391
H  0.423  -3.321  0.222
H  2.060  -3.675  -0.316
H  2.302  -1.619  -2.151
H  4.478  -1.165  -0.072
H  4.633  -1.577  -1.786
H  3.974  -2.763  -0.666
H  3.607  0.499  -2.054
H  2.778  0.920  -0.566
H  3.039  2.411  -3.225
H  2.397  2.986  -1.674
H  1.413  3.092  -3.154
H  2.306  0.217  -4.208
H  0.720  1.001  -4.321
H  0.861  -0.588  -3.567
H  0.575  1.326  -0.596
H  -1.685  1.623  -1.877
H  -0.557  2.487  -2.881
H  -1.537  3.904  -1.048
H  0.228  3.813  -0.983
H  -2.773  2.292  0.192
H  -2.336  2.602  1.861
S  -3.278  -0.561  -1.804
C  -3.770  -1.888  -0.777
S  -2.565  -2.893  -0.014
C  -5.105  -2.114  -0.532
C  -5.511  -3.120  0.446
N  -5.794  -3.899  1.252
C  -6.141  -1.285  -1.136
N  -6.974  -0.632  -1.600
C  -4.115  -2.727  3.705
N  -2.762  -2.154  3.708
C  -2.402  -0.809  4.142
C  -0.959  -0.744  3.690
O  -0.243  0.280  3.821
N  -0.581  -1.902  3.132
C  -1.686  -2.691  3.150
N  -1.675  -3.957  2.709
H  -4.785  -2.032  4.203
H  -4.137  -3.676  4.246
H  -4.474  -2.883  2.691
H  -2.488  -0.692  5.222
H  -2.989  -0.049  3.635
H  -0.880  -4.215  2.159
H  -2.553  -4.350  2.395